(1)
C54H120F10N11O20S10 | ωB97M-V with the def2-TZVPD basis set

Atoms and positions in Å:
C -0.3190 6.9550 5.9050
C -1.3527 7.3413 4.8570
C -1.9981 6.1006 4.1359
C -3.0367 6.3468 3.0311
N -3.9088 5.1454 2.8325
C -4.8214 5.5145 1.6833
C -3.9555 5.2684 0.4500
C -2.8464 4.2786 0.8565
C -3.2042 3.9527 2.3108
C -4.7275 4.8208 4.0295
H -0.3216 7.6431 6.7725
H 0.6984 6.8004 5.5685
H -0.5892 6.0642 6.4002
H -0.8843 8.0464 4.1305
H -2.1319 7.9409 5.3112
H -2.3977 5.4631 4.9358
H -1.2093 5.4463 3.7941
H -2.5185 6.6752 2.1447
H -3.6369 7.1230 3.4787
H -5.6911 4.8616 1.6357
H -5.1250 6.6166 1.7520
H -4.6061 4.8703 -0.2979
H -3.6423 6.2303 0.0704
H -2.8747 3.4217 0.2158
H -1.7618 4.6172 0.7524
H -3.9853 3.1945 2.2731
H -2.4731 3.7414 3.0218
H -5.2730 5.7464 4.3221
H -4.2689 4.4279 4.9155
H -5.3751 4.0387 3.7907
C -1.0923 1.3219 -6.0197
C 0.1206 1.1550 -5.1406
C 1.2114 2.1737 -5.4436
C 2.4686 1.6818 -4.6110
N 3.8033 2.4328 -4.7960
C 4.9754 1.7292 -4.3107
C 6.0589 2.7796 -4.0250
C 5.2567 4.0926 -3.9902
C 3.7869 3.7330 -4.0627
C 4.0492 2.5972 -6.2717
H -1.9693 0.9428 -5.5570
H -0.9960 0.7194 -6.9514
H -1.2960 2.3108 -6.3979
H 0.5699 0.2466 -5.3364
H -0.0890 1.1869 -4.0820
H 0.9811 3.2058 -5.1057
H 1.3692 2.2412 -6.5057
H 2.7227 0.6474 -4.7260
H 2.2651 1.9440 -3.5771
H 5.1993 0.8913 -4.9351
H 4.6889 1.1304 -3.4222
H 6.8355 3.0095 -4.6846
H 6.4245 2.5317 -2.9896
H 5.4960 4.8000 -4.7196
H 5.3881 4.6699 -3.0742
H 3.1783 4.4903 -4.6143
H 3.2884 3.6156 -3.1114
H 3.2286 3.1670 -6.6944
H 4.2195 1.5773 -6.6626
H 4.9786 3.1837 -6.4322
C 1.5942 1.4023 8.6853
C 2.5948 2.4773 8.1490
C 2.3686 2.4750 6.6613
C 3.4651 3.2726 5.9148
N 3.1575 3.3688 4.3985
C 2.8900 2.0229 3.7937
C 4.2522 1.3798 3.7993
C 5.3329 2.4707 3.8636
C 4.4583 3.7111 3.7296
C 2.1033 4.4038 4.0920
H 1.5202 0.4756 8.1557
H 0.5560 1.8983 8.6110
H 1.6446 1.2150 9.7597
H 3.6467 2.2350 8.4700
H 2.3967 3.4271 8.6275
H 1.3734 2.8832 6.5397
H 2.3045 1.4083 6.3147
H 4.4487 2.7050 5.9835
H 3.5149 4.3011 6.3280
H 2.5877 2.3453 2.8287
H 2.1516 1.3654 4.2980
H 4.3498 0.7280 2.9528
H 4.4458 0.8373 4.7182
H 6.0553 2.2637 3.0749
H 5.9384 2.4679 4.7458
H 4.2844 4.0314 2.7119
H 4.7309 4.6335 4.1591
H 1.9741 4.3781 3.0029
H 2.3491 5.4135 4.4607
H 1.1532 4.0348 4.5671
C 3.2425 -8.2516 -2.9183
C 1.7575 -8.4037 -2.9195
C 0.9882 -7.0529 -3.2816
C 1.2832 -6.6616 -4.7792
N 0.3054 -5.4891 -5.2255
C -1.0666 -5.9849 -5.4931
C -1.7179 -4.8551 -6.3012
C -0.4809 -4.1506 -7.0949
C 0.6817 -4.9151 -6.5927
C 0.4189 -4.4892 -4.1548
H 3.5615 -7.9457 -1.8942
H 3.6634 -7.5291 -3.6184
H 3.6902 -9.2155 -3.0963
H 1.3708 -8.8037 -1.9846
H 1.4449 -9.1034 -3.7021
H 1.3287 -6.3285 -2.5864
H -0.1493 -7.1999 -3.1798
H 1.1292 -7.5463 -5.4657
H 2.3072 -6.2836 -4.9714
H -1.5198 -6.1194 -4.5335
H -1.0618 -6.9424 -6.0910
H -2.1774 -4.0444 -5.7329
H -2.4472 -5.2876 -6.9200
H -0.4403 -3.0837 -6.8478
H -0.5061 -4.2881 -8.2078
H 1.6275 -4.3508 -6.4985
H 0.8523 -5.8396 -7.1879
H -0.0971 -3.5588 -4.4444
H 1.4940 -4.3211 -4.0262
H -0.0656 -4.9210 -3.2693
C -0.1885 -4.9719 0.7638
C -0.3158 -4.2685 2.1061
C -1.7069 -4.2458 2.8270
C -2.7174 -3.2431 2.1483
N -4.1751 -3.3540 2.4029
C -4.9063 -2.2910 1.5529
C -5.6748 -2.9491 0.4843
C -6.0983 -4.2717 1.2152
C -4.8066 -4.6611 1.9136
C -4.4589 -3.0683 3.8618
H 0.8106 -4.7824 0.3821
H -0.9316 -4.5071 0.1120
H -0.3592 -6.0290 0.9502
H -0.0172 -3.2230 1.9625
H 0.3324 -4.7556 2.8929
H -1.5632 -3.9677 3.8288
H -2.2715 -5.2013 2.7849
H -2.5845 -3.2968 1.0096
H -2.3983 -2.1925 2.4303
H -5.5689 -1.6258 2.1970
H -4.0606 -1.6754 1.2154
H -6.5292 -2.3557 0.3274
H -5.2210 -3.0756 -0.4870
H -6.8798 -4.0366 1.9328
H -6.4302 -5.0606 0.4837
H -4.8765 -5.3659 2.7366
H -4.1792 -5.0789 1.0967
H -5.5298 -3.0521 4.0895
H -4.1882 -2.0402 4.0350
H -3.9099 -3.7624 4.5209
C 4.0742 -1.4919 0.1241
C 2.8860 -2.3401 -0.3826
C 1.5190 -1.7825 0.0062
C 1.0398 -0.6351 -0.7846
N 0.0448 0.2287 -0.1855
C -1.1236 -0.5710 0.2751
C -2.3354 0.1999 -0.1432
C -1.8827 0.8157 -1.5618
C -0.4303 1.2525 -1.2090
C 0.6171 1.0818 0.9328
H 4.1309 -0.5337 -0.4302
H 4.9554 -2.1188 -0.1004
H 4.0514 -1.3098 1.2072
H 3.0319 -3.3507 0.0559
H 2.9433 -2.3971 -1.4364
H 1.6075 -1.4553 1.1152
H 0.7527 -2.5094 -0.1192
H 0.5777 -1.0708 -1.6600
H 1.8219 0.0373 -1.0060
H -1.0848 -0.7818 1.3776
H -1.1464 -1.5051 -0.2842
H -2.4715 1.1213 0.4533
H -3.2950 -0.2749 -0.2147
H -2.5628 1.6600 -1.7929
H -1.8668 0.1387 -2.3965
H -0.2559 2.2634 -0.9851
H 0.2469 1.0386 -2.0588
H -0.0245 1.9319 1.1433
H 1.5881 1.4519 0.5982
H 0.8255 0.4236 1.7768
N -5.5535 2.2798 -0.1023
S -6.0343 1.3845 1.1046
O -5.1155 1.3207 2.2146
O -6.6891 0.1257 0.6803
F -7.2421 2.3019 1.6563
S -5.3037 1.7261 -1.5751
O -4.9256 0.3602 -1.6433
O -4.5324 2.7640 -2.2930
F -6.6360 1.8121 -2.2762
N 2.8680 3.8536 0.6343
S 2.1628 5.1032 -0.1074
O 2.0369 4.9897 -1.5475
O 2.3667 6.3610 0.5379
F 0.6949 4.7294 0.5172
S 3.9582 2.9503 -0.1224
O 4.4759 2.0375 0.8329
O 4.9203 3.5905 -1.0272
F 3.0872 2.0524 -1.0692
N -0.2942 1.1646 5.1327
S 0.0909 -0.4019 4.9216
O 1.4900 -0.5496 4.8346
O -0.6516 -1.1657 3.9429
F -0.3267 -1.0973 6.3085
S -1.8455 1.5448 4.6494
O -2.0706 1.3252 3.2302
O -2.1368 2.8529 5.1509
F -2.7431 0.5428 5.4347
N 3.2782 -3.4617 -4.7547
S 4.4691 -4.1602 -3.9875
O 5.6282 -3.3530 -3.7311
O 4.5733 -5.4450 -4.5553
F 3.7090 -4.3728 -2.5599
S 2.9727 -1.9885 -4.7771
O 2.3585 -1.7165 -5.9699
O 3.9075 -1.0605 -4.2408
F 1.8266 -1.7502 -3.6191
N -2.4626 -4.6567 -2.5224
S -2.4498 -3.1464 -2.1008
O -1.1345 -2.6255 -2.1843
O -3.3599 -2.8871 -0.9847
F -3.1479 -2.5061 -3.5133
S -3.5797 -5.7126 -2.1847
O -3.1522 -6.9646 -2.7104
O -4.8895 -5.2758 -2.2959
F -3.3719 -5.9499 -0.6264

Computed properties:
Energy, eV: -250803.5379
Highest occupied orbital energy, Ha: -0.434
Net charge: +1
Strongest force on any atom, hartree/bohr: 0.099
E_LUMO, eV: -1.3
Frontier orbital gap, Eh: 0.385
Multiplicity: 1

---

(2)
C9H4Cl2O4 | ωB97M-V with the def2-TZVPD basis set

Atoms and positions in Å:
C -0.8052 -0.7447 -1.6477
C -0.7337 -0.7252 -0.2662
C -0.0434 -0.0113 -2.5439
C 0.1632 0.1423 0.2748
C 0.9109 0.9122 -2.1022
C 1.0680 1.0188 -0.8093
C 2.5894 0.5816 2.5177
C 1.5923 1.1764 1.7778
C -3.9542 -1.5675 1.3325
O -2.8376 -1.7093 1.5366
O 3.7813 0.8638 2.5423
O -5.0646 -1.4552 1.1153
O 0.3507 0.5259 1.5464
Cl 1.7868 1.8215 -3.3306
Cl 2.1602 2.0114 0.1239
H -1.4920 -1.3811 -2.0845
H -1.3504 -1.3229 0.3344
H -0.2900 -0.0893 -3.5323
H 2.1684 -0.0473 3.2153

Computed properties:
Energy, eV: -42627.4549
Highest occupied orbital energy, Ha: -0.293
Strongest force on any atom, hartree/bohr: 0.129
E_LUMO, eV: 0.0
Frontier orbital gap, Eh: 0.293
Multiplicity: 1

---

(3)
C48H40BF4O30 | ωB97M-V with the def2-TZVPD basis set

Atoms and positions in Å:
B 0.2036 -0.1289 0.4536
F 0.1480 0.3317 1.7270
F -1.0566 -0.1692 -0.0320
F 1.0704 0.6378 -0.3569
F 0.7816 -1.4345 0.4199
C 5.7047 -0.6218 -3.8534
C 5.9392 -1.9060 -4.7378
C 4.7989 -2.5875 -5.2556
O 5.0246 -3.6140 -5.9772
C 3.4348 -1.9950 -4.9459
C 3.2475 -1.0492 -3.8928
C 4.3578 -0.2572 -3.4638
O 4.2274 0.6912 -2.6840
O 1.9752 -0.7794 -3.4307
O 7.1013 -2.2970 -5.0992
H 6.6255 -0.0770 -3.3786
H 2.5643 -2.6292 -5.4232
H 1.8906 0.1161 -3.1184
H 6.9623 -2.6382 -5.9861
C -2.2954 4.6527 -0.2393
C -2.3432 3.1336 -0.0034
C -3.1943 2.4867 1.0975
O -3.1713 1.2621 1.3403
C -4.1485 3.4552 1.7866
C -4.1652 4.8777 1.4573
C -3.1446 5.5159 0.4429
O -3.1470 6.7693 0.2687
O -4.9688 5.7395 2.0588
O -1.4592 2.3583 -0.6461
H -1.4364 5.0450 -1.0052
H -4.9223 3.1232 2.4862
H -5.8497 5.2822 2.3294
H -1.5326 1.4438 -0.3414
C 7.3904 -2.6410 -0.9155
C 7.5130 -1.1449 -0.6427
C 6.4816 -0.2640 -0.1902
O 6.5829 0.9397 0.1120
C 5.1786 -0.9204 0.0910
C 4.9475 -2.4365 -0.2476
C 6.1364 -3.2710 -0.6339
O 6.0131 -4.4376 -0.5410
O 3.7860 -2.9621 -0.5634
O 8.7421 -0.4735 -0.7936
H 8.1886 -3.1227 -1.2480
H 4.3352 -0.3371 0.0830
H 3.3501 -2.2304 -0.3739
H 8.5461 0.4670 -0.7957
C -3.8044 -3.3849 3.6210
C -3.7728 -2.4954 2.4683
C -4.8643 -2.2450 1.5899
O -4.8831 -1.4443 0.6303
C -6.0814 -3.0749 1.7986
C -6.1574 -4.0185 2.9667
C -4.9764 -4.2160 3.7617
O -4.9279 -5.2106 4.5994
O -7.4047 -4.4917 3.3929
O -2.5804 -1.6508 2.2476
H -2.9294 -3.8542 4.2364
H -6.9184 -2.8709 1.1911
H -7.9328 -4.2043 2.7135
H -2.5434 -1.0887 1.4280
C 1.5944 5.5041 -2.0680
C 1.5915 3.9813 -2.1268
C 0.6565 3.3107 -2.9250
O 0.5098 2.0615 -2.9543
C -0.1964 4.0656 -3.8587
C -0.1502 5.7085 -3.7727
C 1.0118 6.3571 -3.0156
O 1.1562 7.5563 -2.9657
O -1.2419 6.4418 -4.2510
O 2.4182 3.2115 -1.2880
H 2.3388 6.0350 -1.6362
H -1.0914 3.6595 -4.1168
H -1.9686 6.0429 -4.6404
H 2.0258 2.2836 -1.3718
C -0.4546 5.4839 4.4328
C 0.3672 6.0161 3.2453
C 0.4896 5.1738 2.0615
O 1.1171 5.4541 1.1229
C 0.0094 3.8736 2.1541
C -0.6996 3.2711 3.3916
C -0.9190 4.1870 4.5551
O -1.5904 3.7832 5.6245
O -1.1964 1.9565 3.5693
O 0.8322 7.2591 3.2324
H -0.5676 6.1034 5.2933
H 0.0558 3.1426 1.1577
H -0.8219 1.3618 3.0554
H 1.0667 7.2863 2.2381
C -2.8826 -4.8516 -0.5563
C -1.7194 -4.2342 0.0170
C -1.0580 -4.7167 1.1691
O -0.0668 -4.1873 1.5617
C -1.6507 -5.7981 1.9003
C -2.9937 -6.3657 1.4087
C -3.6564 -5.8868 0.1628
O -4.8479 -6.1806 -0.0240
O -3.3074 -7.6756 1.7986
O -1.0532 -3.2023 -0.6758
H -3.3731 -4.3487 -1.3815
H -1.2411 -6.1458 2.8442
H -2.7204 -7.9338 2.6395
H -0.4166 -2.8969 0.0179
C 1.8604 -1.9026 3.6469
C 1.4680 -2.6678 4.9543
O 2.3276 -2.8975 5.8355
C 0.0137 -3.0445 5.2676
H 2.8736 -1.4605 3.7926
H 1.0750 -1.1092 3.6780
H 1.7360 -2.5426 2.7899
H -0.6151 -2.2402 5.2149
H -0.1324 -3.6439 6.1904
H -0.4034 -3.7014 4.3191
C -1.5291 -0.0680 -5.3713
C -2.7605 0.1272 -4.5385
O -3.8641 0.3103 -4.9800
C -2.4592 0.2908 -3.0420
H -1.0947 0.9302 -5.5108
H -1.7888 -0.1185 -6.3785
H -0.8568 -0.8430 -5.1766
H -3.5244 0.0461 -2.4842
H -2.3011 1.1860 -2.7781
H -2.0177 -0.4516 -2.4370

Computed properties:
Energy, eV: -123379.6427
Highest occupied orbital energy, Ha: -0.255
Net charge: -1
Strongest force on any atom, hartree/bohr: 0.191
E_LUMO, eV: -0.8
Frontier orbital gap, Eh: 0.227
Multiplicity: 1

---

(4)
C5H6LiMgO4Rb | ωB97M-V with the def2-TZVPD basis set

Atoms and positions in Å:
O 0.7696 -0.2148 0.3381
C 1.6520 0.1455 1.1623
O 2.0683 1.3538 1.0544
Mg 0.6382 1.7662 -0.3931
Li 3.6574 2.1617 1.5853
O -1.1496 1.7422 -1.0858
Rb -1.1705 -1.6942 -0.6398
C -1.8142 0.6585 -1.0263
O -3.0377 0.8432 -1.4976
C -4.0896 0.0487 -0.9642
H -4.9975 0.6618 -0.9609
H -4.2526 -0.8451 -1.5815
H -3.8362 -0.2476 0.0617
C 2.1310 -0.7600 2.2137
C 1.5121 -0.9050 3.3899
H 3.0336 -1.3190 1.9657
H 1.8896 -1.6013 4.1385
H 0.5743 -0.3991 3.6305

Computed properties:
Energy, eV: -19763.6854
Highest occupied orbital energy, Ha: -0.523
Net charge: +2
Strongest force on any atom, hartree/bohr: 0.071
E_LUMO, eV: -8.0
Frontier orbital gap, Eh: 0.228
Multiplicity: 1

---

(5)
C6H11N | ωB97M-V with the def2-TZVPD basis set

Atoms and positions in Å:
C 0.0719 1.9761 -0.6208
C -0.3727 0.8354 0.2878
C -1.5987 0.1221 -0.2857
C 0.8150 -0.0714 0.5295
C 0.6276 -1.4814 1.1234
C 1.0649 -1.2625 -0.2584
N 1.3453 -1.9073 -1.3010
H 0.9605 2.4738 -0.2166
H -0.7199 2.7223 -0.7300
H 0.3253 1.5882 -1.6146
H -0.6384 1.2340 1.2753
H -2.4106 0.8443 -0.4204
H -1.9719 -0.6673 0.3767
H -1.3785 -0.3264 -1.2622
H 1.7044 0.4323 0.8996
H 1.3472 -1.8303 1.8547
H -0.3857 -1.8361 1.2822
H 1.2141 -2.8459 -0.9195

Computed properties:
Energy, eV: -7888.6931
Highest occupied orbital energy, Ha: -0.345
Structure (SMILES): [H]/N=C1\C[C@@H]1C(C)C
Strongest force on any atom, hartree/bohr: 0.022
E_LUMO, eV: 1.1
Frontier orbital gap, Eh: 0.384
Multiplicity: 1

---

(6)
C18H50O25S3 | ωB97M-V with the def2-TZVPD basis set

Atoms and positions in Å:
O -23.6016 -34.1279 20.7732
S -22.3768 -34.6854 21.3003
O -21.8433 -35.9253 20.8628
O -21.1895 -33.6350 21.1569
C -21.4742 -32.2311 21.3532
C -21.1752 -31.4919 20.0691
C -22.6320 -34.6606 23.0711
H -20.8070 -31.8972 22.1475
H -22.4945 -32.0108 21.6686
H -21.7001 -31.8609 19.1883
H -20.1244 -31.4938 19.7742
H -21.4151 -30.4397 20.2614
H -23.1588 -35.5828 23.3060
H -23.2587 -33.8085 23.3143
H -21.6533 -34.5744 23.5322
O -23.2999 -34.1645 16.7302
S -24.3800 -33.5217 16.0487
O -24.4423 -33.4519 14.6198
O -25.8000 -34.1147 16.5002
C -26.0995 -34.2432 17.9268
C -27.1407 -35.3191 18.1133
C -24.5560 -31.8754 16.7374
H -26.4670 -33.2466 18.1925
H -25.1763 -34.4151 18.4865
H -26.8196 -36.2077 17.5651
H -28.0980 -34.9951 17.7169
H -27.1460 -35.6404 19.1527
H -23.7940 -31.2914 16.2275
H -24.5172 -31.8279 17.8183
H -25.5321 -31.5187 16.4078
O -22.6951 -37.4584 14.8074
S -21.7568 -37.3410 13.7303
O -20.8154 -38.3697 13.4674
O -22.6337 -37.1114 12.3904
C -23.6048 -36.0651 12.4852
C -24.6371 -36.2140 11.3845
C -20.9735 -35.7195 13.8914
H -23.1284 -35.0808 12.4476
H -24.0871 -36.1030 13.4636
H -24.2489 -35.8816 10.4244
H -25.5832 -35.8004 11.7172
H -24.8130 -37.2829 11.2293
H -20.0966 -35.8607 14.5192
H -21.6918 -35.0333 14.3222
H -20.6344 -35.4894 12.8831
O -25.1792 -28.6144 15.3954
H -25.8452 -29.2585 15.0752
H -25.0882 -27.9699 14.6856
O -27.2825 -30.2179 14.5239
H -27.6475 -30.5796 13.7084
H -28.0478 -30.0596 15.0956
O -26.3392 -33.9745 21.2156
H -26.2974 -34.1481 22.1632
H -25.4238 -34.1212 20.9001
O -30.4238 -34.1275 18.5156
H -30.5292 -34.9846 18.0847
H -30.0149 -34.3192 19.3737
O -24.7618 -29.4580 19.0140
H -23.8157 -29.5671 19.1667
H -25.1749 -29.7101 19.8491
O -29.2479 -34.6877 21.3543
H -29.6206 -35.1338 22.1223
H -28.3079 -34.5584 21.5531
O -29.0138 -32.1454 17.1049
H -29.3381 -32.7357 17.8052
H -29.3818 -32.5178 16.2996
C -22.3464 -30.4599 13.7118
C -21.5401 -31.4634 12.9104
O -21.0698 -30.6435 11.8340
C -21.9080 -29.5958 11.6809
O -21.8947 -28.8968 10.7399
O -22.7325 -29.4640 12.7442
H -21.7031 -30.0073 14.4673
H -23.2583 -30.8386 14.1631
H -22.0611 -32.3536 12.5540
H -20.6799 -31.7869 13.4982
C -28.3931 -33.7524 14.0915
C -27.8332 -35.2101 13.9409
O -28.9091 -36.0544 14.3209
C -29.9907 -35.3280 14.6305
O -31.0498 -35.7650 14.8872
O -29.7336 -34.0089 14.5535
H -28.5144 -33.3023 13.1074
H -27.7872 -33.1570 14.7699
H -27.0137 -35.3433 14.6398
H -27.5699 -35.2755 12.8893
C -22.6429 -38.4755 18.4921
C -23.5788 -37.2379 18.4109
O -24.8194 -37.8320 18.0341
C -24.7270 -39.1633 17.9434
O -25.6262 -39.8788 17.7079
O -23.4399 -39.5613 18.0521
H -22.2420 -38.6726 19.4832
H -21.8081 -38.2890 17.8185
H -23.2605 -36.5035 17.6924
H -23.6752 -36.8800 19.4331

Computed properties:
Energy, eV: -103169.3996
Highest occupied orbital energy, Ha: -0.394
Strongest force on any atom, hartree/bohr: 0.051
E_LUMO, eV: -0.5
Frontier orbital gap, Eh: 0.376
Multiplicity: 1

---

Question: Which of these has the highest E_LUMO?
Answer: C6H11N